Record 1
Molecular formula: C4H3ClFNO
Method: DFT, the ωB97M-V functional and the def2-TZVPD basis

Positions of all 11 atoms, in Å:
Cl 0.25 -1.25 2.40
F 0.40 2.50 0.27
O 0.10 -0.12 -1.28
N 0.68 -1.96 -0.16
C 0.31 -0.99 0.72
C -0.07 0.14 0.07
C -0.62 1.52 0.40
C 0.61 -1.35 -1.31
H -1.00 1.51 1.42
H 0.83 -1.74 -2.29
H -1.50 1.73 -0.25

Calculated values
HOMO in eV: -9.624
SMILES: FCc1ocnc1Cl
LUMO energy in eV: 0.792
ΔE to the lowest compared entry with this formula, charge and spin in kcal/mol: 2.8
Total charge: 0

Record 2
Molecular formula: C4H3ClFNO
Method: DFT, the ωB97M-V functional and the def2-TZVPD basis

Positions of all 11 atoms, in Å:
Cl 3.64 -0.87 -0.97
F 3.53 1.22 0.31
O -0.98 0.88 -0.52
N 1.10 0.42 0.04
C 0.25 -0.44 0.68
C 3.10 -0.03 0.41
C -1.06 -0.13 0.35
C 0.30 1.20 -0.69
H 0.65 -1.05 1.32
H -1.88 -0.67 0.49
H 0.52 1.98 -1.52

Calculated values
HOMO in eV: -8.561
LUMO energy in eV: 0.764
ΔE to the lowest compared entry with this formula, charge and spin in kcal/mol: 82.8
Total charge: 0

Record 3
Molecular formula: C4H3ClN2S
Method: DFT, the ωB97M-V functional and the def2-TZVPD basis

Positions of all 11 atoms, in Å:
Cl 4.23 0.83 -0.78
S 0.97 -1.93 -0.97
N 1.92 0.73 0.31
N 3.70 -1.78 1.90
C 0.77 0.75 -0.20
C 3.55 -0.91 1.14
C 0.06 -0.47 -0.64
C 3.11 0.19 0.30
H -0.64 -0.23 -1.47
H -0.58 -0.74 0.22
H 0.09 1.73 -0.07

Calculated values
HOMO (spin up / spin down) in eV: -8.911 / -7.642
LUMO energy (spin up / spin down) in eV: -1.186 / -2.355
ΔE to the lowest compared entry with this formula, charge and spin in kcal/mol: 90.0
Total charge: 0

Record 4
Molecular formula: C4H3ClO
Method: DFT, the ωB97M-V functional and the def2-TZVPD basis

Positions of all 9 atoms, in Å:
Cl 2.26 0.10 -0.34
O -1.20 -1.51 -0.37
C -0.24 0.99 0.00
C -0.01 -1.36 -0.16
C 0.66 -0.07 0.41
C -1.10 1.78 -0.33
H 0.74 -0.25 1.54
H -1.74 2.56 -0.51
H 0.62 -2.26 -0.24

Calculated values
HOMO in eV: -10.257
SMILES: C#C[C@H](Cl)C=O
LUMO energy in eV: 0.486
ΔE to the lowest compared entry with this formula, charge and spin in kcal/mol: 46.1
Total charge: 0

Record 5
Molecular formula: C4H3ClO2
Method: DFT, the ωB97M-V functional and the def2-TZVPD basis

Positions of all 10 atoms, in Å:
Cl -3.15 -0.41 0.06
O 1.73 1.73 -0.04
O -1.10 1.17 0.15
C 0.77 -0.62 -0.19
C -1.45 -0.01 0.05
C -0.57 -1.06 -0.12
C 1.09 0.65 -0.20
H 1.55 -1.34 -0.40
H 1.96 1.99 0.88
H -0.85 -2.09 -0.20

Calculated values
HOMO in eV: -7.906
LUMO energy in eV: -0.115
ΔE to the lowest compared entry with this formula, charge and spin in kcal/mol: 64.8
Total charge: 0

Record 6
Molecular formula: C4H3ClO2
Method: DFT, the ωB97M-V functional and the def2-TZVPD basis

Positions of all 10 atoms, in Å:
Cl 0.28 1.43 1.74
O 0.20 -2.56 0.38
O 1.08 -0.51 0.14
C -0.68 1.02 -0.61
C -0.14 0.21 0.50
C 1.08 -1.84 0.14
C -1.22 1.91 -1.19
H -1.60 2.69 -1.86
H 2.03 -2.07 -0.19
H -1.02 -0.27 0.95

Calculated values
HOMO in eV: -10.601
SMILES: C#C[C@H](Cl)OC=O
LUMO energy in eV: 0.767
ΔE to the lowest compared entry with this formula, charge and spin in kcal/mol: 52.2
Total charge: 0

Record 7
Molecular formula: C4H3ClOS
Method: DFT, the ωB97M-V functional and the def2-TZVPD basis

Positions of all 10 atoms, in Å:
Cl -0.02 -2.30 1.78
S -1.07 0.84 -1.26
O -1.89 -1.67 -1.39
C -1.35 -0.75 -1.00
C 0.60 0.25 0.89
C 0.52 1.11 -0.30
C 0.11 -0.95 0.87
H 1.21 0.56 1.67
H 0.77 2.15 -0.07
H 1.10 0.76 -1.18

Calculated values
HOMO (spin up / spin down) in eV: -7.927 / -7.926
LUMO energy (spin up / spin down) in eV: 0.328 / 0.329
ΔE to the lowest compared entry with this formula, charge and spin in kcal/mol: 74.3
Total charge: 0

Record 8
Molecular formula: C4H3ClS2
Method: DFT, the ωB97M-V functional and the def2-TZVPD basis

Positions of all 10 atoms, in Å:
Cl 3.29 -0.59 0.01
S -0.93 2.17 0.07
S -2.43 -1.68 0.01
C -0.68 0.53 -0.19
C -1.94 -0.11 -0.07
C 0.53 -0.31 0.12
C 1.80 0.17 -0.14
H 0.49 -1.36 0.58
H -2.72 0.54 -0.09
H 1.82 1.38 -0.28

Calculated values
HOMO in eV: -9.196
SMILES: S=CC(=S)/C=C/Cl
LUMO energy in eV: -2.447
ΔE to the lowest compared entry with this formula, charge and spin in kcal/mol: 26.8
Total charge: 0

Question: Number 7 is which compound?
Answer: C4H3ClOS